Below is a structure of composition C15H12ClN2O3Tc in a non-equilibrium geometry, with properties calculated with wB97M-V/def2-TZVPD.

HOMO energy (alpha / beta) (eV): -11.42 / -11.43
HOMO-LUMO gap (alpha / beta) (eV): 5.44 / 5.91
Energy relative to the best compared isomer or geometry (same formula, charge and spin) (kcal per mole): 9.04

```
! RIJCOSX wB97M-V def2-TZVPD def2/J DEFGRID3
* xyz 1 2
Tc 1.7604 0.4798 0.3859
O -0.9083 3.1310 2.8682
C -1.9970 2.3590 2.6806
C -3.1333 2.7190 3.4000
C -4.2910 1.9833 3.2871
C -4.3575 0.8685 2.4457
C -3.2560 0.5189 1.7125
C -2.0571 1.2546 1.8081
C -0.9319 0.8432 0.9992
O 0.2964 1.3694 1.2649
N -1.0628 -0.0026 0.0303
N 0.1657 -0.2396 -0.5649
C 0.1958 -0.8631 -1.6869
C 1.3703 -1.1416 -2.4786
C 1.1941 -1.8244 -3.6859
C 2.2656 -2.1148 -4.5042
C 3.5448 -1.7239 -4.1223
C 3.7428 -1.0361 -2.9363
C 2.6649 -0.7381 -2.1270
O 2.8918 -0.0354 -0.9775
H -0.1472 2.7621 2.3972
H -3.0711 3.5815 4.0498
H -5.1599 2.2733 3.8640
H -5.2676 0.2892 2.3775
H -3.2809 -0.3315 1.0464
H -0.7734 -1.1855 -2.0574
H 0.1922 -2.1188 -3.9745
H 2.1128 -2.6384 -5.4373
H 4.3919 -1.9494 -4.7559
H 4.7282 -0.7174 -2.6221
Cl 1.0782 -1.2069 2.9765
C 2.0846 -1.2368 1.5388
H 1.8783 -2.1382 0.9689
H 3.1362 -1.1905 1.8293
*
```

Charges obtained by Mulliken population analysis, quoted in units of e: number 1, Tc, carries 1.1728; number 2, O, carries -0.6503; number 3, C, carries 0.4551; number 4, C, carries -0.7250; number 5, C, carries -0.2817; number 6, C, carries -0.8311; number 7, C, carries -0.4414; number 8, C, carries 0.2844; number 9, C, carries 1.2843; number 10, O, carries -0.9459; number 11, N, carries -0.9948; number 12, N, carries 0.2157; number 13, C, carries -0.0041; number 14, C, carries 0.3529; number 15, C, carries -0.8260; number 16, C, carries -0.7151; number 17, C, carries -0.4534; number 18, C, carries -0.4710; number 19, C, carries 0.9544; number 20, O, carries -0.7130; number 21, H, carries 0.3777; number 22, H, carries 0.4559; number 23, H, carries 0.3963; number 24, H, carries 0.4093; number 25, H, carries 0.4318; number 26, H, carries 0.4720; number 27, H, carries 0.3859; number 28, H, carries 0.4270; number 29, H, carries 0.4001; number 30, H, carries 0.4589; number 31, Cl, carries -0.1004; number 32, C, carries -0.4443; number 33, H, carries 0.2507; number 34, H, carries 0.4124

Below is the molecule C15H12F2N2 in a non-equilibrium geometry, with properties calculated with wB97M-V/def2-TZVPD.

HOMO energy (eV): -8.40
HOMO-LUMO gap (eV): 7.96
SMILES string: Fc1ccc(/N=N/C=C/Cc2ccccc2)c(F)c1

```
! RIJCOSX wB97M-V def2-TZVPD def2/J DEFGRID3
* xyz 0 1
F -4.9338 -5.8482 0.5557
C -4.2185 -4.7614 0.2520
C -4.2843 -4.2127 -1.0514
C -3.6890 -2.9493 -1.2083
C -2.8808 -2.3457 -0.2850
N -2.3682 -1.0353 -0.4029
N -1.1341 -0.8057 -0.3779
C -0.7733 0.4817 -0.3526
C 0.5932 0.7017 -0.2662
C 1.0972 1.8182 0.5449
C 2.4381 2.5418 0.2366
C 3.5483 1.7386 0.4001
C 4.7877 2.2656 0.0258
C 4.8276 3.5512 -0.5406
C 3.7466 4.4131 -0.6268
C 2.4473 3.9212 -0.1721
C -2.8428 -2.8869 1.0354
F -2.1769 -2.2983 2.0113
C -3.4281 -4.1465 1.2748
H -4.9874 -4.5907 -1.6964
H -3.9407 -2.2719 -2.0480
H -1.5710 1.2193 -0.3069
H 1.3308 -0.1007 -0.2163
H 0.3639 2.5452 0.3658
H 0.9377 1.5748 1.6013
H 3.4969 0.7193 0.8877
H 5.6624 1.6456 -0.0186
H 5.7936 3.8176 -0.7647
H 3.8228 5.4142 -1.0092
H 1.5894 4.5295 -0.0542
H -3.2545 -4.6452 2.2067
*
```

Charges obtained by Mulliken population analysis, quoted in units of e: number 1, F, carries -0.2734; number 2, C, carries 0.4362; number 3, C, carries -0.7058; number 4, C, carries -0.2308; number 5, C, carries 0.2449; number 6, N, carries -0.5382; number 7, N, carries 0.0642; number 8, C, carries -0.5431; number 9, C, carries -0.0259; number 10, C, carries -0.9535; number 11, C, carries 0.8108; number 12, C, carries -0.3909; number 13, C, carries -0.5356; number 14, C, carries -0.4645; number 15, C, carries -0.5540; number 16, C, carries -0.4433; number 17, C, carries 0.3874; number 18, F, carries -0.2677; number 19, C, carries -0.5461; number 20, H, carries 0.4413; number 21, H, carries 0.3344; number 22, H, carries 0.4599; number 23, H, carries 0.2819; number 24, H, carries 0.4076; number 25, H, carries 0.3832; number 26, H, carries 0.2623; number 27, H, carries 0.3619; number 28, H, carries 0.4072; number 29, H, carries 0.3829; number 30, H, carries 0.4099; number 31, H, carries 0.3967

Below is a structure of composition C15H12F5NO10STeTi in a non-equilibrium geometry, with properties calculated with wB97M-V/def2-TZVPD.

HOMO energy (eV): -2.60
HOMO-LUMO gap (eV): 6.33
Energy relative to the best compared isomer or geometry (same formula, charge and spin) (kcal per mole): 39.86

```
! RIJCOSX wB97M-V def2-TZVPD def2/J DEFGRID3
* xyz -2 1
Ti 0.0059 0.4345 -0.1202
O -2.0351 -2.4006 -1.6362
S -1.3155 -2.2927 -0.3717
O -0.8575 -3.5588 0.1540
O -2.1265 -1.5023 0.5964
O -0.0212 -1.3742 -0.6575
O 2.2635 -0.0562 0.5515
C 3.1334 0.7760 0.3775
C 2.9660 2.2225 0.2992
C 4.1049 2.9836 0.0828
C 4.0188 4.3572 0.0116
C 2.7788 5.0072 0.1290
C 1.6461 4.2791 0.3486
C 1.6871 2.8532 0.4599
O 0.6329 2.2096 0.7395
N 5.2256 5.1399 -0.1698
O 5.1265 6.3596 -0.1979
O 6.2949 4.5534 -0.2712
H 4.1825 0.4356 0.2834
H 5.0688 2.5025 -0.0254
H 2.7431 6.0828 0.0324
H 0.6747 4.7482 0.4242
C -1.8745 1.1468 2.8536
C -0.6532 0.2938 2.8742
O -0.1589 -0.1375 1.8467
C 0.0032 -0.0990 4.1677
C -0.5245 0.2846 5.3940
C 0.1090 -0.0947 6.5699
C 1.2674 -0.8565 6.5123
C 1.7972 -1.2370 5.2855
C 1.1652 -0.8602 4.1107
H -2.1995 1.3111 1.8265
H -1.6779 2.0973 3.3552
H -2.6764 0.6288 3.3862
H -1.4273 0.8796 5.4311
H -0.3018 0.2031 7.5263
H 1.7599 -1.1572 7.4294
H 2.7025 -1.8288 5.2436
H 1.5538 -1.1426 3.1403
F -3.6664 1.6795 -2.0247
Te -3.0049 0.0332 -1.3625
F 0.9839 1.0222 -1.5376
F -1.6271 0.2740 -2.7108
F -4.0473 -0.5054 -3.0125
F -4.2504 0.7200 0.2142
O -1.5400 1.1732 -0.3427
*
```

Charges obtained by Mulliken population analysis, quoted in units of e: number 1, Ti, carries 0.6897; number 2, O, carries -0.6679; number 3, S, carries 1.1151; number 4, O, carries -0.6869; number 5, O, carries -0.6407; number 6, O, carries -0.3332; number 7, O, carries -0.2845; number 8, C, carries -0.3598; number 9, C, carries 1.2284; number 10, C, carries -0.4453; number 11, C, carries -0.3759; number 12, C, carries -0.3648; number 13, C, carries -0.7745; number 14, C, carries 0.1264; number 15, O, carries -0.4140; number 16, N, carries 1.0037; number 17, O, carries -0.6694; number 18, O, carries -0.6615; number 19, H, carries 0.1884; number 20, H, carries 0.4566; number 21, H, carries 0.4622; number 22, H, carries 0.4546; number 23, C, carries -1.2418; number 24, C, carries 0.9565; number 25, O, carries 0.0760; number 26, C, carries 0.5122; number 27, C, carries -0.3054; number 28, C, carries -0.7225; number 29, C, carries -0.3496; number 30, C, carries -0.6641; number 31, C, carries -0.3466; number 32, H, carries 0.1039; number 33, H, carries 0.3557; number 34, H, carries 0.4698; number 35, H, carries 0.3655; number 36, H, carries 0.3729; number 37, H, carries 0.3659; number 38, H, carries 0.3785; number 39, H, carries 0.4583; number 40, F, carries -0.4361; number 41, Te, carries 1.4213; number 42, F, carries -0.5253; number 43, F, carries -0.4854; number 44, F, carries -0.5658; number 45, F, carries -0.6641; number 46, O, carries -0.5767

Below is the molecule C15H12FN3 in a non-equilibrium geometry, with properties calculated with wB97M-V/def2-TZVPD.

HOMO energy (eV): -7.95
HOMO-LUMO gap (eV): 7.86
SMILES string: Cc1nnc(Nc2ccc(F)cc2)c2ccccc12
Energy relative to the best compared isomer or geometry (same formula, charge and spin) (kcal per mole): 190.31

```
! RIJCOSX wB97M-V def2-TZVPD def2/J DEFGRID3
* xyz 0 1
C -4.3277 -0.8542 -0.8650
C -2.8202 -0.9270 -0.4476
N -2.3073 -2.0173 -0.3144
N -1.1616 -2.3162 0.0620
C -0.3977 -1.4407 0.1716
N 0.8035 -1.6974 0.7391
C 1.9618 -1.1416 0.4613
C 3.2059 -1.3791 0.8198
C 4.3868 -0.8133 0.5024
C 4.5141 0.0667 -0.4156
F 5.6482 0.6552 -0.8723
C 3.2718 0.6959 -1.0620
C 2.0168 0.0229 -0.8358
C -0.8003 0.1949 0.2684
C -0.2154 1.2408 0.9363
C -0.8005 2.4356 0.7174
C -2.1699 2.7224 0.4723
C -2.7961 1.6733 -0.0616
C -2.3045 0.3139 0.0718
H -5.1127 -0.4380 -0.0946
H -4.3964 -0.3017 -1.7911
H -4.7106 -1.7531 -1.2062
H 0.8904 -2.6423 1.0196
H 3.2165 -2.3076 1.7743
H 5.2807 -1.1602 1.2212
H 3.4142 1.3124 -1.8366
H 1.2505 0.0233 -1.3837
H 0.8442 1.2133 1.1836
H -0.1902 3.1031 1.1825
H -2.3911 3.6436 0.2908
H -3.8035 1.8722 -0.7078
*
```

Charges obtained by Mulliken population analysis, quoted in units of e: number 1, C, carries -1.4544; number 2, C, carries 0.8602; number 3, N, carries -0.3723; number 4, N, carries -0.6236; number 5, C, carries 0.0761; number 6, N, carries -0.1294; number 7, C, carries 0.2622; number 8, C, carries -0.0650; number 9, C, carries -0.4539; number 10, C, carries 0.4694; number 11, F, carries -0.3059; number 12, C, carries -0.9068; number 13, C, carries -0.6702; number 14, C, carries 0.4153; number 15, C, carries -0.2667; number 16, C, carries -0.4535; number 17, C, carries -0.9659; number 18, C, carries -0.1215; number 19, C, carries 0.1145; number 20, H, carries 0.2485; number 21, H, carries 0.3759; number 22, H, carries 0.4514; number 23, H, carries 0.2797; number 24, H, carries 0.0118; number 25, H, carries 0.2193; number 26, H, carries 0.4919; number 27, H, carries 0.9035; number 28, H, carries 0.4245; number 29, H, carries 0.4704; number 30, H, carries 0.5435; number 31, H, carries 0.1713

Below is a structure of composition C15H12N2O6PdS in a non-equilibrium geometry, with properties calculated with wB97M-V/def2-TZVPD.

HOMO energy (alpha / beta) (eV): -7.79 / -7.80
HOMO-LUMO gap (alpha / beta) (eV): 3.40 / 3.76
Energy relative to the best compared isomer or geometry (same formula, charge and spin) (kcal per mole): 24.76

```
! RIJCOSX wB97M-V def2-TZVPD def2/J DEFGRID3
* xyz 0 1
Pd -0.3806 1.1826 -0.6192
O -1.8873 -4.7453 2.6960
C -1.0031 -4.0302 3.1497
O -0.0657 -4.1301 3.9383
C -0.8057 -2.7244 2.2731
C -1.0347 -1.4768 2.8386
C -0.8704 -0.3587 2.0476
N -0.4738 -0.4483 0.7712
C -0.2394 -1.6556 0.2357
C -0.4081 -2.8243 0.9477
C 0.2121 -1.6715 -1.2150
O 0.3758 -2.7175 -1.7944
O 0.4261 -0.4938 -1.7245
H -1.3221 -1.3761 3.8755
H -1.0349 0.6378 2.4340
H -0.2326 -3.7690 0.4521
N -2.1242 0.4949 -1.5106
C -3.1081 1.5975 -1.4645
C -2.3787 2.9544 -1.5517
O -2.9770 3.9795 -1.7212
O -1.0573 2.9003 -1.4372
H -1.8197 0.3099 -2.4653
H -2.4568 -0.3846 -1.1238
H -3.6589 1.5435 -0.5264
H -3.8308 1.5234 -2.2753
S 0.3407 2.5329 1.0632
C 1.7419 1.8895 0.2596
C 2.5784 0.8791 0.8008
C 3.5475 0.3157 0.0201
C 3.6987 0.6985 -1.3283
C 2.9009 1.6785 -1.8820
C 1.9442 2.3002 -1.0883
H 2.4210 0.5624 1.8232
H 4.1901 -0.4503 0.4323
H 4.4509 0.2081 -1.9316
H 3.0045 1.9605 -2.9201
H 1.3370 3.1073 -1.4793
*
```

Charges obtained by Mulliken population analysis, quoted in units of e: number 1, Pd, carries 0.1839; number 2, O, carries -0.6560; number 3, C, carries 0.0853; number 4, O, carries -0.6469; number 5, C, carries 0.5224; number 6, C, carries -0.7813; number 7, C, carries -0.5371; number 8, N, carries 0.7447; number 9, C, carries 0.4312; number 10, C, carries -0.4906; number 11, C, carries 0.3190; number 12, O, carries -0.6155; number 13, O, carries -0.4661; number 14, H, carries 0.4511; number 15, H, carries 0.3785; number 16, H, carries 0.5988; number 17, N, carries -0.4829; number 18, C, carries -0.2684; number 19, C, carries 0.4955; number 20, O, carries -0.5690; number 21, O, carries -0.4949; number 22, H, carries 0.3273; number 23, H, carries 0.2556; number 24, H, carries 0.2510; number 25, H, carries 0.3614; number 26, S, carries -0.0498; number 27, C, carries 0.5603; number 28, C, carries -0.4775; number 29, C, carries -0.6137; number 30, C, carries -0.2949; number 31, C, carries -0.8508; number 32, C, carries 0.1889; number 33, H, carries 0.4313; number 34, H, carries 0.4186; number 35, H, carries 0.4031; number 36, H, carries 0.4430; number 37, H, carries 0.4445

Below is a structure of composition C15H12N4O2RuS, with properties calculated with wB97M-V/def2-TZVPD.

HOMO energy (alpha / beta) (eV): -6.80 / -8.36
HOMO-LUMO gap (alpha / beta) (eV): 6.57 / 6.05
Energy relative to the best compared isomer or geometry (same formula, charge and spin) (kcal per mole): 16.85

```
! RIJCOSX wB97M-V def2-TZVPD def2/J DEFGRID3
* xyz 0 5
Ru 0.2576 0.8656 -1.0313
O 0.2486 -3.6211 -1.5169
C 0.0834 -3.9035 -0.2054
C 0.0921 -5.2522 0.1458
C -0.0899 -5.6326 1.4588
C -0.2809 -4.6759 2.4545
C -0.2938 -3.3412 2.1100
C -0.1178 -2.9305 0.7844
C -0.1513 -1.4925 0.4630
O 0.1963 -1.1225 -0.7714
N -0.5355 -0.6246 1.3421
N -0.4625 0.6228 0.7653
C -0.7829 1.7284 1.4507
C -0.6662 2.9218 0.7313
C -0.9605 4.2045 1.2355
C -0.8243 5.2951 0.4294
C -0.3873 5.1267 -0.9021
C -0.1041 3.8706 -1.3551
N -0.2393 2.7751 -0.5744
H 0.2634 -2.6551 -1.6270
H 0.2421 -5.9817 -0.6399
H -0.0779 -6.6852 1.7137
H -0.4146 -4.9751 3.4853
H -0.4400 -2.5764 2.8612
H -1.1130 1.6600 2.4780
H -1.2913 4.2946 2.2624
H -1.0477 6.2854 0.8055
H -0.2728 5.9696 -1.5681
H 0.2418 3.6924 -2.3620
C 2.1727 1.1102 -0.5302
H 2.8222 1.6213 -1.2317
H 2.6034 0.3135 0.0685
S 0.2995 1.0102 -5.6870
C 0.4566 1.0371 -4.1144
N 0.5740 1.0651 -2.9286
*
```

Charges obtained by Mulliken population analysis, quoted in units of e: number 1, Ru, carries 0.9945; number 2, O, carries -0.6758; number 3, C, carries 0.3506; number 4, C, carries -0.6743; number 5, C, carries -0.2862; number 6, C, carries -0.7711; number 7, C, carries -0.3854; number 8, C, carries 0.2587; number 9, C, carries 1.1230; number 10, O, carries -0.9417; number 11, N, carries -1.1844; number 12, N, carries 0.4854; number 13, C, carries -0.5018; number 14, C, carries 0.7603; number 15, C, carries -0.9753; number 16, C, carries -0.0923; number 17, C, carries -0.8033; number 18, C, carries -0.0467; number 19, N, carries -0.0178; number 20, H, carries 0.4085; number 21, H, carries 0.4326; number 22, H, carries 0.3713; number 23, H, carries 0.3898; number 24, H, carries 0.4344; number 25, H, carries 0.3950; number 26, H, carries 0.3588; number 27, H, carries 0.4114; number 28, H, carries 0.3807; number 29, H, carries 0.3774; number 30, C, carries -0.7107; number 31, H, carries 0.3084; number 32, H, carries 0.2766; number 33, S, carries -0.3519; number 34, C, carries 0.4852; number 35, N, carries -0.5841